Formula: C54H58N4O2P3Tl
Source: OMol25
Level of theory: wB97M-V/def2-TZVPD

Structure (XYZ):
```
122
Properties=species:S:1:pos:R:3:forces:R:3
Tl 13.961 16.719 11.963 0.621 0.281 0.138
C 12.147 10.536 11.306 -1.451 0.483 0.467
N 10.659 10.476 11.071 1.300 1.483 0.659
C 9.945 11.776 11.350 0.630 -1.082 -0.115
P 10.272 12.625 13.083 0.226 -1.197 -0.046
C 9.035 13.959 13.163 -0.900 -0.440 1.116
C 8.403 14.295 14.422 1.335 -0.650 -2.010
C 7.583 15.414 14.465 0.255 -0.768 2.987
C 7.352 16.170 13.366 -0.270 0.647 -2.664
C 7.909 15.783 12.131 -0.464 0.288 0.955
C 8.720 14.694 12.020 0.849 -0.479 -0.173
C 9.521 11.386 14.260 0.649 0.726 -1.106
C 10.249 10.961 15.376 -1.148 -0.328 0.049
C 9.652 10.011 16.224 1.733 0.302 -0.062
C 8.539 9.315 15.847 -1.623 0.619 -1.016
C 7.751 9.822 14.779 0.943 0.315 -1.418
C 8.262 10.873 13.948 -1.185 -1.047 2.284
C 10.040 9.193 11.182 -1.464 0.544 -0.456
C 8.850 8.940 10.431 0.776 0.384 -0.088
C 8.233 7.693 10.502 -0.155 1.711 -0.687
C 8.726 6.723 11.325 0.112 -2.271 0.980
C 9.840 6.921 12.149 0.354 1.247 -1.259
C 10.513 8.171 11.998 1.279 -0.287 2.175
P 13.120 11.879 10.254 -0.516 -2.098 1.525
C 12.508 11.303 8.646 0.611 1.568 -0.332
C 12.641 10.004 8.176 -1.493 0.762 -1.667
C 12.241 9.753 6.862 0.242 0.899 -1.001
C 11.956 10.843 6.001 -0.703 0.101 1.224
C 11.739 12.146 6.489 0.535 -1.681 0.470
C 12.023 12.360 7.823 -0.090 -0.435 0.504
C 14.822 11.077 10.445 -0.590 0.129 -0.767
C 15.586 10.872 9.289 1.926 -0.705 -0.076
C 16.953 10.471 9.428 -0.711 0.225 0.546
C 17.587 10.333 10.690 -0.728 0.622 -1.363
C 16.783 10.453 11.802 -0.922 0.033 -0.279
C 15.403 10.784 11.678 1.216 -0.737 0.452
H 12.425 9.538 11.038 0.947 -0.428 -0.350
H 12.375 10.653 12.392 -0.004 0.161 -0.591
H 8.897 11.575 11.117 -0.021 0.439 0.206
H 10.376 12.502 10.636 -0.422 -0.194 0.140
H 8.610 13.670 15.308 -0.199 0.558 -0.559
H 7.237 15.635 15.506 -0.181 0.230 -1.253
H 6.694 17.025 13.261 -0.008 0.050 0.833
H 7.718 16.314 11.230 -0.427 0.658 -0.453
H 9.128 14.468 11.017 -0.088 -0.095 0.772
H 11.247 11.331 15.599 -0.281 0.200 -0.074
H 10.157 9.766 17.156 0.054 -0.216 -0.217
H 8.273 8.424 16.394 -0.417 0.068 0.147
H 6.808 9.389 14.413 0.454 -0.074 0.709
H 7.549 11.346 13.248 0.884 -0.391 0.060
H 8.489 9.708 9.718 0.208 -0.511 0.620
H 7.353 7.534 9.881 0.195 -0.182 0.153
H 8.239 5.724 11.285 0.356 0.802 0.294
H 10.212 6.115 12.798 -0.138 0.607 -0.315
H 11.419 8.436 12.670 -1.599 -0.737 -1.176
H 12.897 9.170 8.758 0.539 -0.711 1.055
H 12.162 8.734 6.460 0.345 0.474 0.223
H 11.747 10.707 4.972 -0.162 -0.554 -0.838
H 11.308 12.911 5.876 0.123 0.281 -0.324
H 11.808 13.350 8.238 0.388 -0.360 0.123
H 15.187 10.935 8.253 0.165 0.187 1.016
H 17.525 10.225 8.548 0.041 0.226 -0.248
H 18.674 10.201 10.775 -0.606 -0.262 -0.112
H 17.238 10.219 12.751 -0.314 0.171 0.354
H 14.835 10.637 12.591 -0.292 0.625 -0.076
O 11.346 17.872 11.234 -0.713 -0.584 0.712
C 11.484 19.262 10.917 0.133 -0.504 -0.304
C 12.204 19.236 9.599 -0.384 0.405 -1.724
C 11.578 19.368 8.355 -0.589 0.131 0.161
C 12.331 19.355 7.172 -0.827 -0.085 1.094
C 13.700 19.181 7.232 -0.089 -0.187 0.471
C 14.233 18.990 8.516 0.706 -0.945 -0.994
N 13.497 18.986 9.617 1.377 0.126 1.009
H 10.480 17.659 11.637 0.689 0.386 -0.191
H 12.153 19.764 11.660 -0.912 -0.159 -0.401
H 10.475 19.685 10.783 0.573 0.324 0.346
H 10.475 19.426 8.278 0.763 0.165 0.138
H 11.723 19.447 6.295 0.326 0.025 -0.765
H 14.322 19.074 6.346 -0.108 0.242 0.231
H 15.308 18.676 8.574 -1.017 0.568 0.398
N 20.530 18.869 9.448 -2.009 -0.011 0.954
C 19.539 18.790 10.088 1.593 -0.112 -0.287
C 18.456 18.580 10.996 1.874 0.527 -1.358
C 18.390 17.367 11.709 0.047 -1.017 1.012
C 17.287 17.132 12.498 2.395 -0.694 -0.607
N 16.312 18.003 12.670 -2.921 0.315 0.404
C 16.382 19.159 11.979 0.443 1.545 -1.115
C 17.441 19.540 11.185 -1.266 -0.928 0.188
H 19.265 16.698 11.741 -0.726 0.191 -0.265
H 17.206 16.222 13.057 0.074 -0.545 0.302
H 15.511 19.809 11.994 0.008 0.001 0.347
H 17.426 20.408 10.551 -0.128 0.427 0.183
O 14.422 13.937 12.662 -0.523 -0.997 -1.241
H 14.408 13.430 13.484 -0.059 -0.001 -0.254
H 14.091 13.320 11.928 0.567 1.224 1.552
C 12.656 19.939 18.252 -0.040 -0.082 0.572
C 11.630 20.950 17.867 -0.986 0.497 -0.019
C 10.270 20.687 17.997 -0.712 -0.683 0.323
C 9.286 21.588 17.572 1.640 -0.163 -0.331
C 9.683 22.709 16.893 1.440 1.346 -0.676
C 11.050 23.056 16.826 -0.755 -0.722 0.650
C 11.993 22.212 17.411 1.078 0.327 -1.022
H 13.574 19.926 17.611 -0.387 0.224 0.558
H 12.221 18.941 18.221 0.012 -0.329 -0.212
H 9.958 19.728 18.433 0.125 0.390 -0.215
H 8.259 21.443 17.679 -1.432 -0.752 0.291
H 9.021 23.375 16.342 -0.284 -0.250 0.485
H 11.296 23.981 16.333 0.388 0.105 -0.011
H 13.079 22.435 17.404 -0.790 0.127 -0.193
C 14.615 19.454 20.315 0.548 -0.234 -0.285
P 12.995 20.180 20.020 0.543 -0.075 -0.682
C 13.219 21.909 20.403 -2.424 -0.597 0.806
C 11.781 19.519 21.184 -0.968 0.018 -1.278
H 14.764 18.591 19.645 -0.272 0.053 0.484
H 14.776 19.168 21.372 0.074 0.262 -0.637
H 15.354 20.202 19.938 -0.360 -0.344 0.575
H 13.262 21.862 21.488 0.348 0.531 0.253
H 12.334 22.502 20.118 0.354 -0.292 0.123
H 14.075 22.302 19.960 1.647 0.676 -0.658
H 12.222 19.683 22.157 0.017 -0.079 0.642
H 11.617 18.446 20.956 0.180 0.419 0.250
H 10.795 20.051 21.074 1.005 -0.399 0.150
```
Positions in Å, forces in eV/Å.

Results
- LUMO level (spin up / spin down): -0.0003 / 0.0033 Eh
- Highest occupied orbital energy (spin up / spin down): -2.406 / -3.580 eV
- ΔE to the lowest compared entry with this formula, charge and spin: 20.4 kcal/mol
- M: 1092.4 u
- Total energy: -99545.9632 eV
- Gap between HOMO and LUMO (spin up / spin down): 0.0881 / 0.1348 Eh
- Largest force on an atom: 3.09 eV Å⁻¹